C25H46P2Rh | ωB97M-V/def2-TZVPD

Summary:
Net charge: +1
E (a.u.): -1772.9524
Energy above the lowest of the compared OMol25 structures with the same formula, charge and spin (kcal per mole): 5.8
Spin multiplicity: 5
Kohn-Sham gap (spin up / spin down) (eV): 4.73 / 3.58

CARTESIAN COORDINATES (ANGSTROEM)
Rh -0.636 0.346 0.193
C 0.569 -1.419 0.223
C -0.684 -1.688 0.862
C -1.112 -1.007 -1.313
C 0.306 -1.031 -1.129
C -1.728 -1.416 -0.085
C 1.920 -1.530 0.833
H 1.872 -1.532 1.924
H 2.543 -0.685 0.511
H 2.414 -2.458 0.524
C 1.310 -0.708 -2.181
H 2.290 -0.537 -1.729
H 1.027 0.212 -2.718
H 1.361 -1.514 -2.933
C -1.809 -0.573 -2.557
H -1.942 -1.401 -3.260
H -1.231 0.208 -3.059
H -2.790 -0.170 -2.309
C -3.199 -1.547 0.151
H -3.549 -2.546 -0.123
H -3.767 -0.826 -0.448
H -3.442 -1.394 1.207
C -0.881 -2.116 2.283
H -1.061 -3.197 2.382
H -1.744 -1.605 2.724
H 0.009 -1.880 2.874
C 0.740 2.205 0.403
C 1.082 1.650 1.637
C 0.309 1.748 2.902
C -1.209 2.074 2.776
C -1.979 1.388 1.679
C -2.266 1.808 0.358
C -1.613 2.923 -0.409
C -0.250 3.328 0.200
H 0.799 2.472 3.578
H -1.386 3.157 2.776
H 0.391 0.779 3.430
H -0.466 3.789 1.176
H 1.514 2.098 -0.359
H 2.089 1.225 1.701
H 0.218 4.105 -0.428
H -1.492 2.647 -1.474
H -3.216 1.440 -0.057
H -2.295 3.794 -0.403
H -1.673 1.714 3.706
H -2.695 0.645 2.051
P -2.473 5.466 1.260
P -5.062 4.739 -0.456
C -3.837 6.734 1.158
C -4.685 6.551 -0.101
H -3.359 7.728 1.175
H -4.442 6.639 2.073
H -5.631 7.116 -0.032
H -4.140 6.908 -0.984
C -6.213 5.117 -1.861
H -6.693 4.184 -2.181
H -5.631 5.509 -2.704
H -6.990 5.850 -1.580
C -6.380 4.507 0.833
H -7.077 5.360 0.875
H -5.901 4.363 1.809
H -6.930 3.592 0.573
C -1.254 6.377 0.214
H -0.311 5.825 0.148
H -1.053 7.366 0.647
H -1.658 6.495 -0.800
C -1.817 5.741 2.945
H -2.611 5.541 3.675
H -1.455 6.767 3.073
H -0.994 5.049 3.153
C 3.586 0.942 -0.528
H 4.212 0.172 -0.998
H 3.303 1.763 -1.195
H 3.903 1.243 0.478

Atom charges from the Mulliken analysis, given in e for atoms 1 to 8: -0.4844, 0.3737, 1.0112, 0.4364, 0.5235, 0.5561, -1.3587, 0.3245